w | 11 unconnected molecules or ions with the total composition H21O11, computed with ωB97M-V/def2-TZVPD.

Each line ends with the natural charge from an NBO analysis.
Positions of all 32 atoms, in Å:
O (0.07, -0.34, 0.14)  -1.280
H (-0.48, 0.42, -0.08)  0.472
O (-0.99, -2.54, -0.96)  -0.975
H (-0.74, -1.68, -0.59)  0.483
H (-1.78, -2.79, -0.48)  0.456
O (-2.83, -0.16, 0.33)  -0.976
H (-1.92, -0.39, 0.30)  0.484
H (-2.97, 0.61, 0.88)  0.478
O (2.42, -1.42, 0.48)  -0.976
H (2.46, -1.96, 1.32)  0.465
H (1.57, -0.99, 0.41)  0.484
O (1.75, -0.23, -2.14)  -0.974
H (1.53, -0.92, -2.79)  0.471
H (1.18, -0.40, -1.38)  0.504
O (-0.20, -2.12, 2.26)  -0.990
H (0.04, -1.53, 1.53)  0.506
H (-1.05, -1.91, 2.62)  0.468
O (-2.22, -0.28, -2.48)  -0.942
H (-1.57, -0.20, -1.81)  0.468
H (-2.97, 0.18, -2.08)  0.473
O (1.09, 0.36, 2.47)  -1.009
H (0.78, -0.41, 2.96)  0.467
H (0.74, 0.11, 1.57)  0.482
O (-0.32, 2.90, 1.58)  -0.954
H (-0.23, 3.68, 2.13)  0.448
H (0.55, 2.53, 1.68)  0.500
O (1.85, 2.13, 0.06)  -0.954
H (1.31, 1.34, -0.07)  0.482
H (2.69, 1.78, 0.32)  0.468
O (0.04, 1.74, -2.54)  -0.984
H (0.82, 1.23, -2.55)  0.489
H (-0.61, 1.26, -3.09)  0.469

Values from the calculation:
Total charge ... -1
LUMO ... 3.113 eV

***

x | 11 unconnected molecules or ions with the total composition H21O11, computed with ωB97M-V/def2-TZVPD.

Each line ends with the natural charge from an NBO analysis.
Positions of all 32 atoms, in Å:
O (4.61, 1.72, -0.46)  -0.939
H (4.11, 2.09, 0.29)  0.470
H (4.74, 0.81, -0.18)  0.470
O (0.09, -0.76, -0.52)  -1.227
H (-0.43, -0.96, 0.25)  0.449
H (-0.25, 0.86, -0.36)  0.508
O (-3.73, -1.83, 2.30)  -0.990
H (2.01, -2.60, 1.12)  0.439
H (-0.36, -4.71, 1.66)  0.478
O (1.93, 1.02, -0.65)  -1.027
H (1.33, 1.76, -0.67)  0.475
H (-2.08, 2.32, 1.65)  0.459
O (0.38, 1.87, -2.95)  -1.004
H (-2.55, 0.65, 2.10)  0.464
H (1.50, 0.11, -0.78)  0.513
O (0.42, -4.81, 1.12)  -0.945
H (1.12, -4.23, 1.40)  0.467
H (-0.97, 1.78, -1.19)  0.495
O (-0.84, 1.71, -0.23)  -1.065
H (-2.95, -1.31, 2.55)  0.502
O (2.07, -1.66, 0.99)  -1.008
H (-3.86, -1.87, 1.33)  0.474
H (1.37, -1.21, 0.46)  0.514
O (-0.64, -0.38, -3.09)  -1.065
H (-1.46, -0.24, -3.55)  0.483
H (-0.37, -0.43, -2.13)  0.557
O (-1.91, -0.03, 1.86)  -0.979
H (1.31, 2.07, -3.01)  0.483
H (-1.44, 0.35, 1.10)  0.515
O (-2.08, 3.28, 1.67)  -0.941
H (0.07, 1.21, -3.58)  0.500
H (-1.15, 3.44, 1.50)  0.478

Values from the calculation:
Total charge ... -1
LUMO ... 3.093 eV

***

w ends up most stable, edging out the next structure by 35.4 kcal/mol.